Entry 1:
9
Properties=species:S:1:pos:R:3:lowdin_charge:R:1 method="wB97M-V/def2-TZVPD" e_homo_ev=-9.48 max_force_ha_per_bohr=0.0203 charge=0
C -1.47 -0.46 -0.37 0.009
C -0.35 -0.98 -0.82 -0.301
O 0.66 -1.43 -1.18 0.153
H -2.39 -1.03 -0.42 0.064
H -1.46 0.56 0.00 0.061
C 1.26 0.83 0.71 -0.161
O 0.73 1.84 0.32 -0.003
H 0.71 0.08 1.31 0.086
H 2.31 0.58 0.46 0.092

---

Entry 2:
67
Properties=species:S:1:pos:R:3:lowdin_charge:R:1 method="wB97M-V/def2-TZVPD" e_homo_ev=-2.46 max_force_ha_per_bohr=0.0534 charge=-1
Y 0.44 0.26 -0.02 0.950
C -0.96 -2.10 -3.26 -0.025
C -2.03 -1.18 -2.76 -0.304
N -3.30 -1.45 -3.02 0.074
C -4.22 -0.58 -2.60 -0.124
C -3.96 0.52 -1.81 -0.142
C -5.08 1.43 -1.40 -0.225
O -5.02 2.70 -2.03 -0.052
C -2.62 0.75 -1.40 -0.086
C -2.31 1.74 -0.41 -0.053
N -1.20 1.81 0.27 0.042
C -1.05 2.83 1.23 -0.425
C -2.17 3.77 1.47 -0.104
C -2.02 5.09 1.20 -0.146
C -0.77 5.67 0.88 -0.166
C 0.37 4.93 1.13 -0.131
C 0.29 3.55 1.24 -0.226
I 2.96 1.47 -0.18 0.082
C -1.60 -0.08 -1.97 -0.337
O -0.34 0.15 -1.83 -0.221
H -1.38 -2.94 -3.81 0.075
H -0.35 -2.45 -2.42 0.074
H -0.28 -1.55 -3.92 0.087
H -5.24 -0.82 -2.89 0.105
H -5.09 1.56 -0.30 0.121
H -6.04 1.00 -1.70 0.115
H -4.13 3.05 -1.91 0.081
H -3.09 2.47 -0.18 0.099
H -3.12 3.37 1.83 0.083
H -2.88 5.75 1.30 0.085
H -0.72 6.72 0.62 0.060
H 1.35 5.40 1.16 0.087
C 0.44 -1.13 6.79 -0.095
O 1.32 -2.07 6.22 -0.082
C 1.47 -2.08 4.86 -0.269
C 2.44 -2.97 4.36 -0.023
C 2.68 -3.03 3.02 -0.031
C 1.98 -2.23 2.09 -0.097
C 2.24 -2.29 0.67 -0.365
C 3.40 -3.12 0.17 -0.003
O 1.56 -1.68 -0.18 -0.145
C 0.99 -1.32 2.60 -0.328
O 0.33 -0.50 1.87 -0.302
C 0.76 -1.29 4.00 0.064
H 0.54 -1.24 7.87 0.089
H -0.59 -1.32 6.49 0.095
H 0.71 -0.11 6.50 0.098
H 2.98 -3.59 5.06 0.108
H 3.43 -3.72 2.66 0.104
H 4.34 -2.77 0.60 0.092
H 3.46 -3.02 -0.91 0.086
H 3.27 -4.17 0.43 0.082
H 0.00 -0.59 4.32 0.117
C -4.66 -4.11 -1.27 -0.091
N -3.43 -3.45 -0.89 -0.048
C -3.19 -2.97 0.35 -0.885
N -4.08 -3.24 1.34 0.084
S -1.83 -2.10 0.71 0.758
H -4.56 -4.42 -2.31 0.086
H -5.53 -3.46 -1.18 0.085
H -4.82 -5.01 -0.66 0.078
H -2.95 -2.97 -1.64 0.074
H -4.79 -3.94 1.23 0.080
H -3.76 -3.04 2.27 0.083
C 0.04 2.58 2.30 -0.089
H 0.53 1.61 2.30 0.032
H -0.18 2.94 3.31 0.104

---

Entry 3:
87
Properties=species:S:1:pos:R:3:lowdin_charge:R:1 method="wB97M-V/def2-TZVPD" e_homo_ev="-12.53 / -12.53" max_force_ha_per_bohr=0.0093 charge=+2 multiplicity=4
Tc 0.74 1.22 0.99 1.619
C -1.08 -4.10 4.76 -0.023
C -0.87 -2.75 4.13 -0.221
C -0.59 -1.62 4.89 0.077
C -0.40 -0.38 4.32 -0.061
C 0.03 0.79 5.16 -0.287
O -0.35 0.97 6.29 0.175
C 0.95 1.72 4.42 -0.139
C 0.57 3.05 4.25 0.026
C 1.14 3.80 3.23 -0.034
C 2.11 3.24 2.41 -0.104
C 2.60 1.95 2.68 -0.145
C 2.01 1.19 3.69 -0.034
C -0.56 -0.22 2.94 -0.254
O -0.54 1.02 2.39 -0.215
C -0.77 -1.35 2.13 -0.090
C -0.94 -2.60 2.75 0.055
C -0.81 -1.26 0.66 -0.152
N -0.26 -0.26 0.03 -0.045
C -0.42 -0.13 -1.45 -0.292
C -1.79 0.41 -1.81 -0.492
Te -1.89 0.83 -3.91 1.307
C -1.44 -1.17 -4.41 -0.571
C -2.45 -2.12 -4.37 -0.139
C -2.17 -3.45 -4.67 -0.089
C -0.88 -3.83 -5.00 -0.082
C 0.13 -2.88 -5.04 -0.075
C -0.14 -1.55 -4.75 -0.153
C -1.46 -2.37 -0.08 -0.215
C -2.82 -2.59 0.07 -0.021
C -3.43 -3.63 -0.61 -0.039
C -2.67 -4.47 -1.41 -0.053
C -1.31 -4.26 -1.55 -0.053
C -0.70 -3.21 -0.89 -0.024
H -0.87 -4.07 5.83 0.087
H -0.44 -4.85 4.31 0.091
H -2.11 -4.43 4.63 0.096
H -0.48 -1.71 5.97 0.144
H -0.22 3.46 4.86 0.143
H 0.81 4.82 3.07 0.126
H 2.56 3.83 1.62 0.113
H 3.48 1.58 2.17 0.113
H 2.35 0.18 3.88 0.138
H -1.12 -3.47 2.13 0.137
H -0.26 -1.09 -1.92 0.087
H 0.36 0.54 -1.80 0.081
H -2.01 1.35 -1.29 0.032
H -2.57 -0.31 -1.57 0.049
H -3.47 -1.83 -4.13 0.099
H -2.97 -4.18 -4.65 0.113
H -0.66 -4.86 -5.25 0.113
H 1.14 -3.17 -5.32 0.109
H 0.64 -0.81 -4.79 0.091
H -3.41 -1.94 0.72 0.134
H -4.49 -3.79 -0.50 0.119
H -3.15 -5.29 -1.93 0.119
H -0.71 -4.93 -2.16 0.116
H 0.37 -3.05 -0.98 0.127
N 2.75 3.02 -1.42 0.156
C 3.20 1.85 -0.98 -0.654
N 2.50 1.03 -0.19 -0.087
C 3.24 -0.13 0.11 -0.328
C 2.82 -1.17 0.92 -0.043
C 3.68 -2.23 1.16 -0.048
C 4.96 -2.25 0.59 -0.048
C 5.39 -1.21 -0.22 -0.049
C 4.52 -0.15 -0.45 -0.446
S 4.78 1.29 -1.40 1.174
H 1.81 3.32 -1.19 0.070
H 3.31 3.60 -2.02 0.124
H 1.82 -1.20 1.35 0.081
H 3.36 -3.05 1.78 0.118
H 5.61 -3.08 0.78 0.122
H 6.37 -1.23 -0.67 0.126
C -0.04 2.60 0.02 -0.170
C -0.61 3.54 -0.56 -0.015
C -1.24 4.59 -1.25 -0.243
C -1.07 4.70 -2.65 -0.029
C -1.70 5.72 -3.33 -0.045
C -2.50 6.62 -2.64 -0.028
C -2.68 6.52 -1.27 -0.043
C -2.06 5.50 -0.57 -0.007
H -0.46 3.97 -3.17 0.098
H -1.58 5.80 -4.40 0.120
H -2.99 7.42 -3.18 0.122
H -3.31 7.23 -0.75 0.120
H -2.19 5.40 0.50 0.124